i.
A cluster of 12 separate species, H24O12 in total. Source: the Open Molecules 2025 dataset; level of theory: ωB97M-V/def2-TZVPD.

HOMO energy = -10.82 eV
LUMO level = -0.171 eV
Kohn-Sham gap = 10.646 eV
Structure (SMILES) = O.O.O.O.O.O.O.O.O.O.O.O
Multiplicity = 1

Atoms and positions in Å:
O (-1.508, -2.010, -1.542)
O (-5.479, -0.484, -1.107)
O (-1.209, 3.944, -0.536)
O (4.201, -2.069, 0.048)
O (2.008, 1.640, 0.622)
O (-4.900, -1.059, 2.322)
O (1.948, -2.532, -2.077)
O (4.044, 0.845, 2.169)
O (1.604, -2.622, 1.231)
O (-0.042, -0.392, 0.186)
O (2.428, 3.278, -1.629)
O (-2.114, 1.517, 1.021)
H (2.068, 0.870, 1.196)
H (-4.791, -1.158, -1.509)
H (-1.714, -2.691, -0.804)
H (1.290, 2.124, 1.102)
H (5.107, -2.228, -0.233)
H (2.265, 3.861, -2.374)
H (2.140, -1.683, -1.667)
H (-2.577, 1.101, 1.784)
H (0.062, 0.005, 1.018)
H (-5.567, -1.650, 1.930)
H (-1.661, 4.456, -1.147)
H (-4.695, -0.428, 1.624)
H (2.321, -2.502, 0.517)
H (0.865, -2.717, 0.641)
H (4.203, 1.481, 1.473)
H (4.736, 0.123, 2.170)
H (-1.027, -1.280, -1.221)
H (-6.263, -0.838, -1.573)
H (3.623, -1.992, -0.775)
H (-0.849, 0.035, -0.153)
H (-1.784, 3.150, -0.434)
H (-1.260, 1.563, 1.347)
H (1.578, 2.929, -1.491)
H (0.947, -2.589, -2.127)

***

ii.
A cluster of 12 separate species, H24O12 in total. Source: the Open Molecules 2025 dataset; level of theory: ωB97M-V/def2-TZVPD.

HOMO energy = -10.70 eV
LUMO level = -0.085 eV
Kohn-Sham gap = 10.620 eV
Structure (SMILES) = O.O.O.O.O.O.O.O.O.O.O.O
Multiplicity = 1

Atoms and positions in Å:
O (-0.227, -3.810, 1.044)
O (-1.116, -1.159, -0.506)
O (0.616, 2.818, 3.136)
O (0.145, 3.288, -3.270)
O (-3.197, 2.323, -1.101)
O (1.012, -2.499, 3.595)
O (0.959, -3.096, -2.507)
O (-1.763, 2.206, 1.512)
O (0.630, 0.109, 1.152)
O (2.829, 1.124, -3.420)
O (-2.432, -4.008, -1.385)
O (2.560, 3.015, -0.314)
H (0.028, 4.197, -2.981)
H (-0.150, 0.183, 1.706)
H (-1.614, -3.841, -0.895)
H (-1.097, -1.018, 0.440)
H (3.017, 2.488, 0.343)
H (-1.919, 2.179, 0.555)
H (3.472, 0.429, -3.256)
H (-3.961, 2.889, -0.943)
H (1.077, 3.079, -3.143)
H (0.395, -3.410, 1.657)
H (1.148, -3.414, 3.860)
H (1.490, -1.948, 4.219)
H (1.201, 0.718, 1.640)
H (1.295, -3.764, -3.111)
H (1.612, 2.946, -0.171)
H (-3.522, 1.504, -0.702)
H (-2.059, -1.108, -0.693)
H (-0.163, -4.762, 0.971)
H (0.117, 3.387, 2.543)
H (-2.697, -3.099, -1.555)
H (0.287, 2.926, 4.030)
H (1.195, -3.434, -1.636)
H (-1.556, 1.307, 1.761)
H (2.385, 1.256, -2.575)

***

iii.
A cluster of 12 separate species, H24O12 in total. Source: the Open Molecules 2025 dataset; level of theory: ωB97M-V/def2-TZVPD.

HOMO energy = -10.89 eV
LUMO level = -0.241 eV
Kohn-Sham gap = 10.647 eV
Structure (SMILES) = O.O.O.O.O.O.O.O.O.O.O.O
Multiplicity = 1

Atoms and positions in Å:
O (-0.463, 3.845, -0.595)
O (-1.633, -0.308, -3.160)
O (-0.142, 1.532, 4.829)
O (-0.624, -2.929, 2.489)
O (1.536, -0.937, 2.379)
O (-2.590, -3.860, 0.744)
O (-1.454, 1.408, 0.133)
O (-0.788, 2.772, -3.578)
O (3.126, -1.466, 0.324)
O (2.169, 0.395, -1.529)
O (-0.960, -2.960, -1.374)
O (1.753, 2.763, 0.585)
H (-0.214, -2.406, 1.769)
H (-1.015, 2.358, -4.419)
H (1.765, 0.793, -2.307)
H (-1.131, 1.824, 0.934)
H (0.808, 1.674, 4.762)
H (-1.892, -1.134, -2.719)
H (-2.653, -3.736, -0.200)
H (1.481, -0.102, 1.917)
H (2.872, 0.928, -1.144)
H (1.085, 2.625, 1.274)
H (-1.598, -0.657, -4.061)
H (3.052, -2.429, 0.226)
H (-0.158, -2.949, -0.836)
H (-0.523, 2.197, 4.248)
H (2.172, -1.570, 2.034)
H (-1.835, 0.550, 0.339)
H (-1.369, 4.162, -0.736)
H (2.723, -1.269, -0.544)
H (-2.181, -3.120, 1.194)
H (-0.249, 3.753, -1.531)
H (1.108, 2.423, -0.065)
H (-0.056, -2.299, 3.031)
H (-1.066, -3.928, -1.439)
H (-1.056, 2.058, -2.975)

***

Most stable one: ii, least stable one: i.

***

i.
A cluster of 12 separate species, H24O12 in total. Source: the Open Molecules 2025 dataset; level of theory: ωB97M-V/def2-TZVPD.

HOMO energy = -10.37 eV
LUMO level = -0.040 eV
Kohn-Sham gap = 10.332 eV
Structure (SMILES) = O.O.O.O.O.O.O.O.O.O.O.O
Multiplicity = 1

Atoms and positions in Å:
O (-2.148, 0.283, 2.824)
O (-0.208, 2.537, 2.352)
O (2.511, 3.068, -1.086)
O (2.028, -3.349, 1.557)
O (-3.585, -0.206, -1.064)
O (-0.943, 4.239, -0.532)
O (-1.172, 1.175, -5.031)
O (-0.842, -4.419, 3.737)
O (0.335, 0.069, -2.726)
O (2.374, -2.699, -1.943)
O (1.867, -0.824, 2.082)
O (-0.229, 0.078, -0.318)
H (-1.140, 1.320, -4.079)
H (-1.811, 4.446, -0.898)
H (-0.650, 0.945, -0.296)
H (1.489, -3.558, 2.328)
H (-3.182, -1.032, -1.356)
H (-0.103, -0.496, -2.080)
H (3.326, -2.776, -1.813)
H (1.266, -0.075, 2.164)
H (0.278, 1.876, 1.847)
H (-0.250, 1.037, -5.278)
H (-1.257, 0.612, 2.985)
H (2.391, -0.620, 1.299)
H (-1.163, -3.526, 3.568)
H (1.014, -0.497, -3.111)
H (2.479, 3.854, -1.644)
H (0.286, 3.352, 2.209)
H (-0.548, 5.102, -0.364)
H (0.064, -4.289, 4.040)
H (-4.511, -0.434, -0.922)
H (-0.661, -0.411, 0.391)
H (1.593, 2.923, -0.832)
H (1.549, -3.745, 0.821)
H (-2.363, -0.213, 3.621)
H (2.006, -3.411, -1.408)

***

ii.
A cluster of 12 separate species, H24O12 in total. Source: the Open Molecules 2025 dataset; level of theory: ωB97M-V/def2-TZVPD.

HOMO energy = -9.48 eV
LUMO level = -0.543 eV
Kohn-Sham gap = 8.937 eV
Structure (SMILES) = O.O.O.O.O.O.O.O.O.O.O.O
Multiplicity = 1

Atoms and positions in Å:
O (0.734, -3.784, 3.000)
O (2.776, -1.869, 0.681)
O (0.040, -0.145, 0.542)
O (-3.570, -1.500, -0.308)
O (-4.712, 0.464, -1.663)
O (-0.703, -1.133, -2.443)
O (-0.308, 4.153, 2.681)
O (5.031, 2.399, -0.158)
O (-2.194, 2.886, 0.797)
O (4.315, -0.257, -2.891)
O (-0.606, 1.609, -1.655)
O (-0.861, -1.760, 0.156)
H (4.209, -0.928, -2.224)
H (-1.387, -2.133, -0.533)
H (0.252, 3.569, 2.211)
H (0.532, -4.657, 3.433)
H (0.048, -1.979, -0.031)
H (-5.403, 0.562, -0.898)
H (0.323, 1.972, -1.430)
H (-4.124, -1.283, 0.435)
H (-2.448, 2.058, 0.284)
H (-1.344, 2.612, 1.159)
H (-0.529, 3.602, 3.519)
H (-3.748, -2.446, -0.385)
H (-3.804, 0.672, -1.328)
H (2.530, -1.323, 1.458)
H (1.934, -2.257, 0.415)
H (4.509, 2.351, 0.672)
H (0.002, -1.735, -2.411)
H (-0.127, -0.324, -2.400)
H (0.799, 0.149, 0.187)
H (5.158, 1.492, -0.470)
H (3.445, 0.202, -2.619)
H (-0.690, -0.071, -0.098)
H (-1.307, 2.202, -1.388)
H (1.228, -3.373, 3.703)

***

iii.
A structure of composition H24O12. Source: the Open Molecules 2025 dataset; level of theory: ωB97M-V/def2-TZVPD.

HOMO energy = -7.71 eV
LUMO level = -0.181 eV
Kohn-Sham gap = 7.525 eV
Multiplicity = 1

Atoms and positions in Å:
O (0.172, -3.537, -2.457)
O (0.282, 3.380, 0.600)
O (4.143, -1.761, 0.560)
O (-0.024, 4.123, -1.466)
O (3.204, 0.544, 0.935)
O (-0.611, -0.218, -0.496)
O (-1.891, -3.358, 0.562)
O (0.641, -0.798, 4.350)
O (1.667, 0.659, -1.475)
O (-3.021, -1.410, -2.027)
O (-4.814, 1.309, 1.910)
O (0.732, 1.318, -2.804)
H (2.788, -0.118, 1.499)
H (-1.389, -3.311, 1.383)
H (3.320, -1.995, 1.003)
H (0.840, 3.751, -1.255)
H (-3.271, -0.494, -1.862)
H (1.035, -3.294, -2.102)
H (-0.126, 3.794, 1.369)
H (4.829, -2.114, 1.138)
H (1.068, 2.949, 0.954)
H (-5.341, 0.557, 2.204)
H (4.039, 0.736, 1.376)
H (1.086, 2.214, -2.798)
H (-0.433, -3.396, -1.721)
H (-0.179, 1.427, -3.099)
H (0.829, 0.659, -0.998)
H (-0.468, -0.929, -1.131)
H (-0.177, -0.718, 4.853)
H (-0.595, 3.808, -0.757)
H (2.178, -0.040, -1.051)
H (0.562, -0.126, 3.665)
H (-4.939, 1.967, 2.602)
H (-1.566, -0.085, -0.503)
H (-3.188, -1.533, -2.968)
H (-1.382, -3.961, 0.009)

***

iv.
A cluster of 12 separate species, H24O12 in total. Source: the Open Molecules 2025 dataset; level of theory: ωB97M-V/def2-TZVPD.

HOMO energy = -9.74 eV
LUMO level = 0.221 eV
Kohn-Sham gap = 9.958 eV
Structure (SMILES) = O.O.O.O.O.O.O.O.O.O.O.O
Multiplicity = 1

Atoms and positions in Å:
O (-2.922, 1.947, 1.542)
O (0.025, 0.225, -0.538)
O (2.863, -2.574, -3.221)
O (3.295, -3.078, 1.164)
O (-1.984, 5.272, -0.236)
O (-0.483, -0.920, -2.986)
O (-1.632, 2.203, -3.398)
O (-0.215, 0.650, 2.014)
O (0.364, -3.047, 1.160)
O (0.628, 3.629, 3.021)
O (-0.242, -2.986, -2.089)
O (0.528, -0.657, 3.704)
H (-2.226, 5.095, -1.144)
H (-1.554, 4.547, 0.069)
H (-2.355, 2.468, -3.876)
H (-3.641, 1.857, 2.260)
H (0.442, 4.493, 2.749)
H (-0.521, -3.022, 1.569)
H (3.120, -1.684, -3.518)
H (3.502, -2.754, -2.579)
H (-1.097, -0.967, -2.276)
H (-0.057, -2.598, -1.215)
H (1.426, -0.633, 4.193)
H (-0.963, 1.806, -3.981)
H (-3.244, 1.651, 0.698)
H (0.552, 1.048, 1.623)
H (0.489, -3.793, 0.651)
H (0.331, -0.589, -0.775)
H (2.591, -3.617, 1.449)
H (-0.939, 1.004, 1.626)
H (-1.133, -0.702, -3.762)
H (4.025, -3.257, 1.781)
H (0.763, -1.105, 2.907)
H (-0.203, 3.419, 3.467)
H (0.678, 0.670, 0.046)
H (-0.210, -4.000, -2.099)

***

Most stable one: i, least stable one: iii.

***

i.
The molecule C4H6N2O. Source: the Open Molecules 2025 dataset; level of theory: ωB97M-V/def2-TZVPD.

HOMO energy = -8.04 eV
LUMO level = 0.748 eV
Kohn-Sham gap = 8.792 eV
Structure (SMILES) = Cc1ncc(O)[nH]1
Multiplicity = 1

Atoms and positions in Å:
O (-2.665, 0.451, 0.752)
N (0.123, -0.510, -1.181)
N (-0.209, 0.452, 0.806)
C (-1.438, 0.343, 0.180)
C (0.697, -0.102, -0.084)
C (2.163, -0.225, 0.139)
C (-1.202, -0.192, -1.041)
H (-1.955, -0.336, -1.804)
H (-3.190, -0.102, 0.147)
H (0.061, 1.026, 1.596)
H (2.420, -0.726, 1.078)
H (2.535, -0.828, -0.692)
H (2.660, 0.750, 0.103)

***

ii.
The molecule C4H6N2O. Source: the Open Molecules 2025 dataset; level of theory: ωB97M-V/def2-TZVPD.

HOMO energy = -7.71 eV
LUMO level = 0.835 eV
Kohn-Sham gap = 8.543 eV
Structure (SMILES) = Nc1cc[nH]c1O
Multiplicity = 1

Atoms and positions in Å:
O (-0.720, -2.035, 0.204)
N (1.361, -0.866, -0.122)
N (-1.846, 0.628, -0.115)
C (0.008, -0.918, 0.038)
C (0.633, 1.278, 0.033)
C (-0.459, 0.349, 0.022)
C (1.760, 0.456, -0.128)
H (-1.949, 0.824, -1.107)
H (1.944, -1.686, -0.188)
H (2.805, 0.666, -0.340)
H (0.187, 1.463, 1.081)
H (-2.106, 1.495, 0.344)
H (-1.617, -1.654, 0.278)

***

Most stable one: i, least stable one: ii.